Below is 4 unconnected molecules or ions with the total composition C3H15NO3S in a non-equilibrium geometry, with properties calculated with the ωB97M-V functional and the def2-TZVPD basis.

- LUMO (eV) = 0.1
- structure (SMILES) = CNCCS.O.O.O
- electronic energy (eV) = -21819.9509
- gap between HOMO and LUMO (eV) = 8.54

```
23
Properties=species:S:1:pos:R:3:forces:R:3:mulliken_charge:R:1
C 0.865482 -1.489323 1.734302 2.78 -0.01 -0.90 -0.97
N 1.095894 -1.690963 0.256363 0.03 0.72 1.76 -0.24
C -0.184468 -1.707159 -0.410306 0.98 -3.13 -3.03 -0.58
C -0.803642 -0.508032 -1.151776 1.13 -2.12 -1.84 -0.12
S -2.058217 -1.207260 -2.380067 -0.15 0.84 0.79 -0.22
H -0.004251 -1.968603 2.040948 -1.57 -0.99 0.17 0.33
H 0.797381 -0.496820 2.008397 -0.69 2.46 0.24 0.35
H 1.628829 -1.786711 2.474530 0.37 -0.73 -1.02 0.34
H 1.834162 -1.143041 -0.235008 -0.95 -0.46 1.11 0.23
H 0.045646 -2.612206 -1.221469 -1.42 2.26 1.49 0.27
H -0.939954 -2.075095 0.282780 0.09 -0.23 -0.18 0.36
H -1.256084 0.132997 -0.510086 -1.68 1.85 2.01 0.20
H -0.050097 0.103357 -1.654438 -0.16 -0.38 -0.44 -0.09
H -3.265087 -0.752023 -1.864737 1.20 -0.19 -0.18 0.13
H -1.355167 1.365121 3.541787 -1.57 0.06 2.11 0.30
H -1.068182 1.489814 2.155136 1.02 -0.25 0.22 0.29
O -0.612195 1.277800 2.999145 0.53 0.26 -2.33 -0.59
H -0.462900 2.599168 -1.260091 0.37 0.66 1.19 0.36
H 0.050417 3.466297 0.022532 -0.36 0.02 -0.52 0.28
O 0.158047 2.662104 -0.498024 -0.26 -0.61 -0.66 -0.64
H 1.916685 0.637937 -1.869641 -0.14 1.42 -0.30 0.33
H 1.497642 2.226100 -2.143155 1.58 -2.36 0.17 0.33
O 2.170056 1.476536 -2.317115 -1.15 0.92 0.13 -0.64
```
Forces are in eV/Å.

***

Below is a gas-phase ion, C4H12I2N2 (charge +2) in a non-equilibrium geometry, with properties calculated with the ωB97M-V functional and the def2-TZVPD basis.

- LUMO (eV) = -7.1
- structure (SMILES) = [NH3+]CC[C@H](I)[C@H]([NH3+])I
- net charge = +2
- electronic energy (eV) = -23506.7431
- gap between HOMO and LUMO (eV) = 9.85

```
20
Properties=species:S:1:pos:R:3:forces:R:3:mulliken_charge:R:1
C 0.464910 0.279478 -0.303125 -2.34 -1.60 -0.30 -0.49
C 0.151607 0.941816 -1.661038 1.55 -0.56 -0.43 -0.72
C -0.707878 -0.754694 0.067159 0.55 -0.49 -2.13 -0.69
C -0.387830 -1.840551 1.058054 -0.45 -0.16 0.42 -1.15
N 0.601433 2.382312 -1.721914 0.33 3.28 -0.76 -0.44
N -0.119438 -1.226716 2.455786 -2.91 -0.50 -2.53 -0.11
I -2.524570 0.266148 0.719306 0.43 -0.25 -0.36 0.30
I 1.229174 -3.180698 0.497808 -0.53 0.55 0.26 0.34
H 1.301106 -0.384705 -0.305009 1.19 0.19 -0.20 0.37
H 0.460630 0.975293 0.503364 0.47 0.81 0.55 0.46
H -0.899274 0.913406 -1.766099 -1.12 0.31 -0.55 0.43
H 0.646560 0.423281 -2.524832 -0.54 0.41 0.88 0.33
H -0.920122 -1.479331 -0.810071 -0.11 1.85 0.74 0.51
H -1.331466 -2.402674 1.072431 0.63 -0.34 0.63 0.60
H 0.603908 2.956711 -2.677282 -0.87 -1.96 1.89 0.42
H 1.605237 2.501578 -1.529317 -0.08 -0.49 0.48 0.39
H 0.108802 3.030952 -1.019725 0.63 -1.24 -1.16 0.40
H 0.192758 -1.976381 3.013276 0.57 -0.87 1.52 0.38
H 0.608917 -0.595264 2.200799 0.66 1.12 0.98 0.33
H -1.084463 -0.829959 2.730431 1.96 -0.08 0.06 0.34
```
Forces are in eV/Å.

***

Below is a molecular structure, C16H18N6O3ReS2, with properties calculated with the ωB97M-V functional and the def2-TZVPD basis.

- 2S+1 = 2
- LUMO (alpha / beta) (eV) = -7.7 / -8.2
- net charge = +2
- electronic energy (eV) = -55750.1388
- gap between HOMO and LUMO (alpha / beta) (eV) = 7.03 / 6.53
- <S²> = 0.765

```
46
Properties=species:S:1:pos:R:3:forces:R:3:mulliken_charge:R:1
Re -0.629337 0.154798 -0.057027 0.16 0.46 -0.02 0.88
C -2.213556 4.477084 2.681227 0.02 0.03 -0.02 -1.25
C -2.808787 3.153483 2.400036 0.07 -0.01 -0.05 0.90
N -3.928585 2.698424 2.862188 -0.11 0.06 0.14 -0.66
N -4.073961 1.456440 2.326240 0.10 -0.05 -0.06 0.21
C -3.067297 1.122307 1.545462 0.08 0.04 0.02 0.32
S -2.726814 -0.270586 0.542185 -0.15 -0.11 -0.01 -0.35
N -2.242243 2.181488 1.583299 -0.17 -0.04 -0.02 0.38
N -1.076488 2.198191 0.786050 -0.06 -0.05 -0.06 -0.72
H -2.850484 4.994707 3.393965 0.00 0.01 -0.01 0.36
H -2.150588 5.076702 1.771247 0.01 0.00 0.01 0.33
H -1.216511 4.380425 3.114482 0.00 0.00 0.00 0.35
H -4.889410 0.904622 2.558958 -0.02 0.00 -0.03 0.18
H -1.235042 2.848547 0.014602 0.03 0.01 0.00 0.39
H -0.315741 2.570882 1.350398 0.02 -0.05 0.04 0.11
C 2.031425 1.943469 1.382740 -0.03 0.01 0.00 -1.71
C 1.704406 0.595765 1.904222 -0.03 -0.06 -0.05 1.08
C 2.491349 -0.125594 2.837348 0.01 -0.05 0.10 -0.91
C 1.902594 -1.345747 3.010807 -0.03 0.09 0.00 -0.77
C 0.755975 -1.387556 2.168798 0.15 0.11 -0.05 0.79
C -0.132964 -2.540033 1.994784 -0.05 -0.03 0.01 -1.13
N 0.629137 -0.172303 1.505095 0.15 -0.12 0.07 -0.14
H 3.108571 2.097978 1.422617 0.01 -0.01 -0.02 0.47
H 1.609550 2.725200 2.027548 -0.01 0.00 0.00 0.37
H 1.704076 2.081944 0.352903 -0.01 0.01 0.00 0.34
H 3.392063 0.250162 3.296812 0.00 -0.02 0.00 0.52
H 2.216302 -2.155095 3.650610 0.02 0.01 0.00 0.51
H 0.030105 -3.261344 2.792692 0.00 0.00 -0.02 0.43
H 0.081475 -3.037486 1.038621 -0.02 -0.01 -0.01 0.21
H -1.181184 -2.247849 1.975037 -0.05 -0.01 -0.01 0.26
O 0.403618 -3.787642 -1.073317 0.07 0.05 -0.05 -0.63
C 0.444711 -2.759379 -1.687988 -0.16 -0.12 0.09 0.41
N 0.084514 -1.505955 -1.187920 0.08 -0.31 -0.05 -0.07
S 0.235044 -0.360563 -2.273807 -0.07 0.10 -0.03 1.75
O 1.063055 0.669086 -1.578776 -0.01 -0.01 0.13 -0.62
O -1.111388 0.247309 -2.346803 -0.08 0.01 -0.01 -0.68
C 0.844904 -1.274519 -3.603751 0.04 -0.12 0.01 0.61
C 1.198686 -0.917992 -4.889208 0.01 0.05 -0.03 -0.77
C 1.622717 -1.948290 -5.720563 0.00 0.01 -0.01 -0.56
C 1.676631 -3.261012 -5.264636 0.01 -0.03 -0.01 -0.51
C 1.310917 -3.599648 -3.963571 -0.03 0.09 0.05 -0.55
C 0.889120 -2.590807 -3.122681 0.05 0.00 -0.03 0.02
H 1.149507 0.105326 -5.234438 0.00 -0.01 -0.01 0.48
H 1.912498 -1.726070 -6.738113 0.00 0.02 0.01 0.43
H 2.009399 -4.038195 -5.939495 0.00 0.00 0.00 0.43
H 1.348034 -4.620675 -3.608878 0.00 0.00 0.01 0.52
```
Forces are in eV/Å.